(1)
Here is a 7-piece molecular cluster, C39H45FN6O4 overall from OMol25. Energies are from wB97M-V/def2-TZVPD.

The geometry in XYZ format:
```
95
C39H45FN6O4, DFT wB97M-V/def2-TZVPD
C 1.81 2.49 3.12
C 1.20 1.55 4.33
C 0.77 0.03 3.86
C 1.44 -1.24 4.70
C 1.13 -2.82 4.38
F 1.75 -3.86 5.23
C 0.12 -3.14 3.11
C -0.58 -1.91 2.24
C -0.27 -0.31 2.64
C -1.03 0.85 1.77
O -1.24 2.12 2.15
C -1.67 0.44 0.28
O -1.99 1.57 -0.66
C -1.96 -0.98 -0.13
C -2.62 -1.23 -1.62
C -1.69 -0.75 -2.88
C -0.17 -1.36 -2.89
O 0.81 -0.24 -2.72
C -1.61 -2.19 0.96
O -2.19 -3.40 0.82
H 1.01 3.36 2.97
H 1.83 1.88 2.12
H 2.83 3.01 3.39
H 2.09 1.41 5.11
H 0.34 2.08 4.95
H 2.17 -0.99 5.60
H -0.09 -4.29 2.88
H -1.16 1.92 -1.09
H -3.61 -0.57 -1.65
H -3.00 -2.34 -1.77
H -2.22 -1.11 -3.88
H -1.59 0.44 -2.98
H -0.07 -2.14 -2.01
H 0.02 -1.88 -3.95
H 0.65 0.35 -3.53
N -3.92 1.02 3.65
C -4.45 0.29 4.69
C -5.81 0.21 4.51
C -6.12 0.90 3.31
C -4.93 1.39 2.81
H -2.95 1.24 3.53
H -3.81 -0.10 5.47
H -6.51 -0.30 5.16
H -7.10 1.03 2.87
H -4.72 1.97 1.92
N -0.21 -4.59 -4.94
C 0.75 -4.44 -5.90
C 1.70 -5.42 -5.71
C 1.29 -6.19 -4.60
C 0.10 -5.66 -4.15
H -1.03 -4.01 -4.84
H 0.68 -3.64 -6.63
H 2.60 -5.56 -6.30
H 1.80 -7.05 -4.18
H -0.54 -5.96 -3.33
N -5.40 5.00 3.24
C -5.91 5.08 1.97
C -5.98 6.41 1.62
C -5.49 7.16 2.72
C -5.14 6.26 3.70
H -5.24 4.14 3.75
H -6.17 4.18 1.42
H -6.34 6.80 0.68
H -5.41 8.23 2.78
H -4.72 6.41 4.69
N 5.98 2.58 4.48
C 6.01 2.38 3.12
C 6.74 3.41 2.56
C 7.16 4.26 3.61
C 6.68 3.72 4.78
H 5.51 1.98 5.14
H 5.52 1.53 2.67
H 6.94 3.54 1.50
H 7.75 5.16 3.52
H 6.78 4.05 5.81
N -1.17 4.69 -1.92
C -1.84 4.55 -3.11
C -1.01 4.98 -4.12
C 0.21 5.39 -3.52
C 0.08 5.20 -2.16
H -1.53 4.46 -1.01
H -2.84 4.15 -3.13
H -1.25 4.99 -5.17
H 1.08 5.78 -4.03
H 0.78 5.38 -1.35
N 4.60 -8.64 -4.61
C 3.93 -8.78 -5.80
C 4.76 -8.35 -6.81
C 5.97 -7.94 -6.21
C 5.85 -8.13 -4.85
H 4.23 -8.87 -3.70
H 2.92 -9.17 -5.82
H 4.51 -8.33 -7.86
H 6.85 -7.54 -6.72
H 6.54 -7.95 -4.04
```

Output
Multiplicity = 1
Frontier orbital gap = 0.2112 Eh
SMILES string = CCc1cc(F)cc2c1C(=O)C(O)=C(CCCO)C2=O.c1cc[nH]c1.c1cc[nH]c1.c1cc[nH]c1.c1cc[nH]c1.c1cc[nH]c1.c1cc[nH]c1

Atomic partial charges in e from the Löwdin method, atoms 1 to 8: atom 1 (C): -0.13, atom 2 (C): -0.22, atom 3 (C): -0.07, atom 4 (C): 0.05, atom 5 (C): -0.08, atom 6 (F): -0.07, atom 7 (C): 0.07, atom 8 (C): 0.01


(2)
Here is C39H45FeN8OS2Sb as an isolated structure from OMol25. Energies are from wB97M-V/def2-TZVPD.

The geometry in XYZ format:
```
97
C39H45FeN8OS2Sb, DFT wB97M-V/def2-TZVPD
Fe 0.82 -0.06 0.31
C 1.19 4.15 2.11
C 1.51 2.79 1.55
N 0.58 1.97 1.16
N -0.72 2.45 1.31
C -1.62 1.52 1.33
S -1.42 -0.17 1.17
S -3.24 2.24 1.48
C -4.33 0.82 1.73
C -4.31 0.20 3.10
C -4.10 -1.16 3.25
C -4.14 -1.74 4.51
C -4.35 -0.96 5.64
C -4.54 0.41 5.49
C -4.52 0.98 4.23
C 2.92 2.39 1.47
C 3.91 3.39 1.47
C 5.26 3.09 1.48
C 5.65 1.75 1.53
C 4.70 0.75 1.53
C 3.32 1.02 1.46
O 2.49 0.03 1.38
H 0.17 4.18 2.48
H 1.28 4.91 1.33
H 1.89 4.40 2.91
H -4.14 0.08 0.96
H -5.32 1.26 1.53
H -3.90 -1.77 2.38
H -3.99 -2.81 4.61
H -4.37 -1.42 6.62
H -4.71 1.02 6.37
H -4.66 2.05 4.12
H 3.61 4.42 1.46
H 5.99 3.88 1.46
H 6.70 1.49 1.56
H 4.99 -0.30 1.57
C 3.22 1.01 -1.64
C 3.45 -0.44 -1.36
C 4.75 -0.94 -1.44
C 4.99 -2.28 -1.23
C 3.90 -3.10 -0.99
C 2.62 -2.56 -0.91
N 2.41 -1.24 -1.07
Sb 1.10 -4.07 -0.71
C -0.41 -3.28 -2.03
C -0.59 -3.94 -3.25
C -1.60 -3.50 -4.09
C -2.39 -2.45 -3.68
C -2.15 -1.85 -2.44
C -3.03 -0.74 -1.94
N -1.17 -2.26 -1.64
C 0.21 -3.49 1.15
C -0.79 -4.31 1.66
C -1.26 -4.05 2.94
C -0.70 -3.01 3.65
C 0.29 -2.22 3.07
C 0.90 -1.07 3.81
N 0.73 -2.46 1.82
H 4.13 1.57 -1.49
H 2.44 1.44 -1.01
H 2.89 1.14 -2.68
H 5.56 -0.25 -1.65
H 5.99 -2.68 -1.27
H 4.04 -4.17 -0.85
H 0.04 -4.77 -3.52
H -1.77 -3.99 -5.04
H -3.20 -2.09 -4.30
H -3.71 -0.39 -2.72
H -2.41 0.08 -1.57
H -3.61 -1.09 -1.09
H -1.17 -5.14 1.08
H -2.04 -4.66 3.37
H -1.03 -2.77 4.65
H 0.43 -0.94 4.78
H 0.80 -0.16 3.22
H 1.97 -1.24 3.94
C -0.99 0.64 -5.03
N -0.21 0.58 -3.82
C 0.76 -0.49 -3.78
C -0.43 1.37 -2.74
N -0.03 1.07 -1.55
N -1.18 2.53 -3.02
C -0.59 3.46 -3.97
C -1.79 3.21 -1.89
H -1.35 -0.36 -5.28
H -0.40 1.00 -5.88
H -1.86 1.29 -4.90
H 1.59 -0.29 -4.48
H 0.29 -1.43 -4.07
H 1.15 -0.60 -2.78
H -0.22 1.86 -0.94
H 0.03 2.94 -4.69
H 0.04 4.20 -3.46
H -1.37 3.99 -4.51
H -2.33 2.51 -1.25
H -2.50 3.93 -2.28
H -1.06 3.75 -1.27
```

Output
Multiplicity = 5
Frontier orbital gap (spin up / spin down) = 0.2669 / 0.2727 Eh
Energy relative to the best compared isomer or geometry (same formula, charge and spin) = 0.0 kJ/mol

Atomic partial charges in e from the Löwdin method, atoms 1 to 8: atom 1 (Fe): 0.62, atom 2 (C): -0.03, atom 3 (C): -0.24, atom 4 (N): -0.04, atom 5 (N): -0.11, atom 6 (C): -1.05, atom 7 (S): 0.69, atom 8 (S): 0.91